1.
A structure of composition C4H6N2 in a non-equilibrium geometry. Source: the Open Molecules 2025 dataset; level of theory: ωB97M-V/def2-TZVPD.

CARTESIAN COORDINATES (ANGSTROEM)
1 C 2.0096 -0.2418 -0.0003
2 H -1.9917 -0.7425 0.7803
3 H -0.0362 1.0414 -1.6477
4 N -0.2446 -1.1866 -0.4220
5 H -0.4993 1.5917 1.1288
6 C -0.3790 0.6214 0.6574
7 N 3.1376 -0.1137 -0.2092
8 H -2.0211 -0.0238 -0.8422
9 H 0.1484 -0.2238 1.4728
10 H 0.0374 0.3342 -1.8756
11 C 0.5839 -0.3172 0.0938
12 C -1.3722 -0.3167 -0.0011

Results
Relative energy (zero: lowest compared OMol25 entry of this formula, charge and spin) (kcal per mole): 131.3
Net charge: 0
Frontier orbital gap (eV): 10.21
HOMO energy (eV): -10.000

2.
A cluster of 6 separate species, BH14O5 in total in a non-equilibrium geometry. Source: the Open Molecules 2025 dataset; level of theory: ωB97M-V/def2-TZVPD.

CARTESIAN COORDINATES (ANGSTROEM)
1 H -1.9836 2.2718 0.2130
2 H 2.1584 -2.2512 -2.6810
3 H -1.6536 -1.0662 0.6960
4 O 1.4294 -1.6912 -2.9410
5 H -0.1766 -0.3062 2.0250
6 B -0.7656 -0.8532 -0.1800
7 H 2.8434 -0.3202 0.4290
8 O 2.7474 -0.3862 -0.5220
9 H 1.8904 -0.7242 -0.6510
10 H 0.2174 2.6438 -0.2090
11 H -0.8676 -0.7462 3.1810
12 O -0.2686 2.9558 0.5660
13 H -0.0136 2.3838 1.2730
14 H 0.7384 -1.8082 -2.3200
15 O -2.6556 1.6848 -0.0930
16 H -0.1706 0.1558 0.1310
17 H 0.0064 -1.8582 -0.2610
18 H -1.2576 -0.5722 -1.2650
19 H -2.2196 0.8928 -0.3850
20 O 0.0004 -0.4062 2.9940

Results
Relative energy (zero: lowest compared OMol25 entry of this formula, charge and spin) (kcal per mole): 0.6
Net charge: -1
Frontier orbital gap (eV): 9.60
HOMO energy (eV): -6.198

3.
An isolated molecule of C5H6N2O in a non-equilibrium geometry. Source: the Open Molecules 2025 dataset; level of theory: ωB97M-V/def2-TZVPD.

CARTESIAN COORDINATES (ANGSTROEM)
1 H 0.5524 -0.7847 1.5525
2 C -1.1764 0.9819 0.1839
3 H 2.5839 -1.7551 0.2600
4 H -1.3661 0.7120 1.3878
5 N 1.3531 1.3001 -0.3953
6 C -1.5104 -0.1548 -0.6176
7 H -2.3745 -0.7104 -0.0443
8 C 0.3541 0.6980 -0.0837
9 C 2.0303 -0.7155 -0.0516
10 O -0.4022 -1.2937 -0.4989
11 H -1.5635 2.0541 0.0167
12 H -1.4692 0.0278 -1.5293
13 N 2.4228 0.4073 -0.4703
14 C 0.5660 -0.7669 0.2900

Results
Relative energy (zero: lowest compared OMol25 entry of this formula, charge and spin) (kcal per mole): 135.3
Net charge: 0
Frontier orbital gap (eV): 9.92
SMILES: C1=NN=C2CCO[C@@H]12
HOMO energy (eV): -9.751

4.
A cluster of 2 separate species, C8H10FNO3S in total. Source: the Open Molecules 2025 dataset; level of theory: ωB97M-V/def2-TZVPD.

CARTESIAN COORDINATES (ANGSTROEM)
1 S -1.1652 2.4907 2.5904
2 H -0.8078 -0.2061 -0.9305
3 N -2.1700 0.0826 -2.4445
4 H 2.5056 2.2892 1.4356
5 C 2.6228 0.5057 2.6450
6 C -1.3240 -0.6830 -1.7545
7 H 3.4479 2.4414 2.9409
8 C -1.0951 -2.0203 -2.0486
9 C 0.3992 0.6024 1.9616
10 C -1.7760 -2.5941 -3.1093
11 H -1.6229 -3.6344 -3.3675
12 H 2.7481 -0.3435 1.9756
13 C -2.8169 -0.4821 -3.4614
14 H 4.1240 1.5672 1.5674
15 H -0.3960 -2.5939 -1.4549
16 O 0.6728 0.3425 0.8301
17 O 1.2448 0.6536 2.9873
18 H -3.4984 0.1629 -4.0059
19 O -0.8742 0.8482 2.3970
20 C -2.6579 -1.8086 -3.8338
21 F 3.2217 0.1856 3.8305
22 H -3.2129 -2.2119 -4.6701
23 C 3.2026 1.7886 2.1035
24 H -0.7218 2.5935 3.8567

Results
Relative energy (zero: lowest compared OMol25 entry of this formula, charge and spin) (kcal per mole): 0.0
Net charge: 0
Frontier orbital gap (eV): 9.68
SMILES: C[C@@H](F)OC(=O)OS.c1ccncc1
HOMO energy (eV): -9.495

5.
An isolated molecule of C5H6BrN3O2 in a non-equilibrium geometry. Source: the Open Molecules 2025 dataset; level of theory: ωB97M-V/def2-TZVPD.

CARTESIAN COORDINATES (ANGSTROEM)
1 H -2.5250 -0.3119 -1.5621
2 N 1.0560 1.9846 -0.6405
3 N -1.4949 0.9364 -0.2217
4 O 1.0596 3.1808 -0.4166
5 H 1.1973 -1.8273 -1.3733
6 C -1.6324 0.0006 -1.0286
7 N 0.9755 1.6171 1.6863
8 H -0.8105 -1.4207 -2.3693
9 H 0.7572 2.5122 1.8784
10 C 0.6114 -1.0716 -0.8747
11 C -0.5390 -0.8384 -1.5185
12 O 1.3813 1.4851 -1.7047
13 C 0.8510 1.1405 0.4595
14 C 1.0181 -0.3608 0.3394
15 H 0.8259 0.9378 2.4752
16 H 0.7234 -0.7565 1.4269
17 Br 3.0748 -0.6318 0.4400

Results
Relative energy (zero: lowest compared OMol25 entry of this formula, charge and spin) (kcal per mole): 46.7
Net charge: 0
Multiplicity: 3
Frontier orbital gap (alpha / beta) (eV): 7.02 / 8.09
HOMO energy (alpha / beta) (eV): -7.483 / -9.913
Expectation value of S²: 2.022

6.
A cluster of 9 separate species, H18O9 in total in a non-equilibrium geometry. Source: the Open Molecules 2025 dataset; level of theory: ωB97M-V/def2-TZVPD.

CARTESIAN COORDINATES (ANGSTROEM)
1 O 2.1913 -1.5678 -0.2700
2 O 0.3475 -1.4187 1.9712
3 O 1.8751 -2.6405 -2.4957
4 O -0.7802 0.7356 3.7892
5 O 2.7274 0.4023 -3.2131
6 H 3.6460 0.2409 -3.4562
7 H -3.1371 1.2679 -0.6135
8 H 0.0677 -0.4139 -2.1858
9 H -0.5307 1.3635 4.4765
10 H -0.2444 -0.5945 0.5660
11 H 2.8208 -2.5107 -2.3627
12 H -3.8526 3.2689 1.4148
13 H -1.3667 0.1167 4.2386
14 H 1.5114 -1.7480 -2.4806
15 O 0.5587 0.4125 -2.2555
16 H 2.4742 -0.3845 -2.7174
17 H 2.4570 -0.9551 0.4249
18 H 0.5509 0.6111 -3.1987
19 H -4.9110 2.1822 1.5083
20 O -0.9797 -0.0969 0.9411
21 H 3.0051 -1.7357 -0.7584
22 H -0.5293 -1.5969 2.3297
23 H -0.5912 0.7526 1.1782
24 H -1.6359 1.4623 -0.7492
25 O -3.9805 2.3544 1.6910
26 O -2.3036 1.0851 -0.1655
27 H 0.6098 -0.5926 2.3928

Results
Relative energy (zero: lowest compared OMol25 entry of this formula, charge and spin) (kcal per mole): 136.3
Net charge: 0
Frontier orbital gap (eV): 8.30
SMILES: O.O.O.O.O.O.O.O.O
HOMO energy (eV): -7.963

Q: Which value of relative energy (zero: lowest compared OMol25 entry of this formula, charge and spin) does entry 5 give?
A: 46.7 kcal per mole